(one)
Entry from the Open Molecules 2025 dataset: an isolated molecule of C5H9NS (ωB97M-V with the def2-TZVPD basis set).

**Orbital gap**: 9.04 eV

Atoms and positions in Å:
H1 0.6559 2.5176 0.8598
C1 -0.1281 0.8762 -0.4065
H2 0.1811 -1.6437 1.6052
N1 -0.4584 -0.2228 -1.3581
H3 -0.8515 -2.0704 -0.3185
H4 1.7720 2.0004 -0.6868
H5 1.3334 -0.9546 -1.2996
H6 -2.2422 -0.7373 0.1447
H7 -0.7611 -0.2609 2.1175
H8 -1.0913 1.0591 0.1073
S1 2.2229 -0.7495 -0.3088
C2 -1.1115 -0.9536 -0.1844
C3 0.9367 0.1060 0.4976
C4 0.9118 1.7369 0.0595
H9 -1.2979 -0.0722 -2.0325
C5 -0.0720 -0.6311 1.2035



(two)
Entry from the Open Molecules 2025 dataset: a cluster of 2 separate species, C5H9NS in total (ωB97M-V with the def2-TZVPD basis set).

**Orbital gap**: 9.07 eV

Atoms and positions in Å:
H1 0.7174 -1.4414 0.9551
H2 -0.3947 -0.2422 -2.5584
H3 2.8371 1.5341 0.8208
H4 -0.9472 2.2924 -0.4966
S1 2.9252 -0.6643 0.5476
C1 -0.4389 -0.5627 -1.5613
H5 -0.8793 0.5493 1.4140
C2 -1.5593 0.4557 0.6942
H6 -0.0913 -1.5990 -1.3280
H7 -2.5219 1.7573 -0.7658
C3 -1.5957 1.5106 -0.3467
N1 1.6760 -1.7406 0.9706
C4 2.1399 0.7381 0.8226
H8 -2.4247 -0.1392 1.0665
C5 -1.0727 0.1639 -0.6689
H9 1.6300 -2.6122 0.4343



Which one is most stable, and which one is least stable? (two) is the most stable of them, while (one) is the least stable.



(one)
Entry from the Open Molecules 2025 dataset: a cluster of 9 separate species, C14H46O9 in total (ωB97M-V with the def2-TZVPD basis set).

**Orbital gap**: 9.92 eV

Atoms and positions in Å:
H1 6.7442 19.8313 -6.0763
H2 2.1819 16.8433 -13.8714
H3 2.0279 25.5070 -6.8930
C1 -0.0934 21.2649 -6.2609
H4 -0.3950 19.3939 -7.2436
H5 5.0644 19.1673 -6.2994
O1 2.9158 23.6552 -7.0305
H6 1.8189 18.8118 -12.4799
C2 0.7064 24.1029 -7.9537
H7 0.0562 20.7393 -5.3149
H8 0.8718 21.6028 -6.6304
H9 -1.3832 18.9667 -11.5227
H10 3.0414 21.7409 -12.8929
O2 -1.3287 19.5960 -12.2428
H11 3.1919 14.2646 -11.8664
C3 2.5137 20.0100 -9.3435
O3 3.0088 22.4532 -12.2334
H12 5.5910 16.8458 -11.4776
H13 3.8981 16.0696 -10.3039
H14 5.3249 15.1263 -9.8588
H15 0.8025 24.7834 -8.8020
C4 5.6292 19.8237 -11.6045
H16 6.4171 19.7209 -12.3488
H17 4.8824 18.8187 -10.1406
O4 3.8006 19.6750 -8.8338
H18 3.3675 24.1226 -7.7424
C5 1.7308 18.7168 -9.5441
C6 4.6470 15.3637 -10.6916
H19 4.7227 13.4153 -11.6094
C7 5.6775 19.9965 -5.9492
H20 -0.3275 24.1741 -7.6112
H21 3.5709 24.3415 -11.9972
H22 -2.4532 19.2934 -6.9552
H23 2.3355 17.9037 -15.3217
C8 1.8861 18.9685 -13.5627
C9 -0.9895 20.8760 -11.7726
H24 2.2825 18.1324 -10.2880
O5 -2.2010 20.1893 -6.7230
H25 4.6848 20.1117 -12.0738
H26 4.9428 21.8467 -6.0815
O6 2.5900 20.1791 -13.8236
H27 0.8304 19.0309 -13.8372
H28 5.4388 20.1357 -4.8934
C10 -0.8750 20.3766 -7.2035
O7 5.4799 18.6134 -10.8803
H29 1.9519 20.6577 -8.6657
H30 3.3740 19.9688 -14.3387
C11 3.9014 23.4993 -12.6029
H31 5.9270 20.6468 -10.9475
H32 4.9384 23.2123 -12.4060
H33 4.1796 20.4595 -8.4139
H34 1.2392 24.2298 -5.9095
H35 -0.4461 20.8591 -10.8199
H36 3.5652 13.5258 -10.2978
H37 -0.6945 22.1446 -6.0177
H38 -0.8316 20.8340 -8.1995
H39 2.7551 20.4778 -10.3037
C12 1.7151 24.4644 -6.8606
C13 3.9859 14.0714 -11.1441
H40 1.7538 18.1076 -8.6398
H41 3.6323 17.7779 -14.1835
H42 0.8881 23.0755 -8.2547
O8 5.3208 15.9561 -11.7670
H43 -0.2751 21.4020 -12.4098
C14 2.5414 17.7975 -14.2520
H44 0.7247 18.8610 -9.9330
H45 -1.8717 21.5058 -11.6331
H46 3.8506 23.7803 -13.6588
O9 5.3788 21.2137 -6.6559



(two)
Entry from the Open Molecules 2025 dataset: a cluster of 9 separate species, C14H46O9 in total (ωB97M-V with the def2-TZVPD basis set).

**Orbital gap**: 10.47 eV

Atoms and positions in Å:
C1 2.3723 2.6059 -2.2920
H1 2.3912 2.4372 -3.3694
C2 3.0056 1.1644 3.6484
O1 4.1932 0.3886 3.4459
H2 0.6604 0.6440 -3.8211
H3 0.7457 -3.7752 0.0435
C3 -1.4033 1.5000 -3.5277
H4 2.6416 -1.4339 -0.0204
H5 4.5511 0.7267 2.6201
H6 3.1694 2.2033 3.3610
H7 0.9079 1.0757 2.8452
H8 -0.8878 -3.1081 2.5549
C4 1.8423 0.5132 2.8582
H9 3.3965 2.5587 -1.9220
H10 0.8054 4.1495 -2.3475
H11 2.2321 5.7704 -2.6291
H12 -4.5881 -1.1685 -1.1208
H13 -2.7134 -1.4872 3.1537
C5 -2.1851 -0.5521 3.3568
H14 -4.2912 0.9334 2.6297
C6 3.3421 -1.0026 -2.0478
C7 -0.4033 0.4604 -3.9769
H15 -1.2223 1.7819 -2.4902
C8 -3.1000 0.3659 4.0812
C9 0.0249 -4.0104 0.8309
H16 1.7791 1.7970 -1.8644
O2 -1.1415 2.7038 1.9148
O3 0.3863 -5.2024 1.4750
H17 -2.6475 -2.8210 -0.7771
H18 3.0811 -1.3060 -3.0626
C10 -0.0860 -2.8847 1.8542
O4 2.7078 4.9377 -2.5668
H19 0.8928 -2.8403 2.3364
O5 -4.3727 0.4979 3.4828
H20 0.9954 -1.9452 -2.2429
H21 -2.0880 2.7307 1.7548
H22 -2.6243 1.3454 4.1855
H23 -1.8790 -0.1978 2.3697
H24 -3.0856 0.4705 -1.8128
O6 -0.1114 0.5323 0.2332
H25 0.2119 -0.1145 -0.4060
H26 3.2373 0.0804 -2.0082
O7 -3.2754 0.4043 -0.8682
C11 -2.5049 -1.8278 -1.2060
H27 -1.2943 2.4165 -4.1123
H28 -0.6257 -0.4256 -3.3766
H29 1.7700 4.1028 -0.8720
C12 2.4868 -1.7973 -1.0371
H30 -2.6662 -1.9501 -2.2789
H31 -1.2461 -0.8204 3.8415
C13 -3.6189 -0.9413 -0.6705
O8 1.1489 -1.5577 -1.3764
O9 -2.7117 0.9684 -3.6311
H32 -1.0720 0.4905 0.1617
H33 2.7787 1.1164 4.7132
H34 2.7853 -2.8477 -1.0355
H35 1.5471 -0.4489 3.2792
H36 -3.7241 -1.1596 0.3939
H37 -0.9121 -4.1996 0.3048
H38 2.1763 0.3532 1.8326
H39 -0.8059 2.0493 1.2920
H40 -3.3203 0.0394 5.0983
H41 1.2706 -5.0351 1.8148
C14 1.8135 3.9971 -1.9577
H42 -0.2154 -1.9168 1.3680
H43 -1.5177 -1.4226 -0.9954
H44 -0.4762 0.1324 -5.0153
H45 4.3947 -1.1951 -1.8296
H46 -2.9276 0.9503 -4.5674



Which one is most stable, and which one is least stable? (two) is the most stable of them, while (one) is the least stable.



(one)
Entry from the Open Molecules 2025 dataset: a structure of composition C16H14Cl3GeIrN2O2Se (ωB97M-V with the def2-TZVPD basis set).

**Orbital gap (alpha / beta)**: 7.21 / 6.32 eV
**Charge**: -1
**Spin multiplicity**: 2

Atoms and positions in Å:
C1 -1.7463 -0.4859 -3.8451
H1 -4.4574 -0.3051 -2.1324
C2 1.4045 2.7583 2.8932
C3 0.8885 2.0487 1.8243
H2 1.3123 0.3137 5.2289
C4 1.1964 0.8225 4.2828
H3 -3.0325 1.9537 -0.8617
N1 -0.1183 -0.0081 0.9164
H4 -0.5191 -1.6667 1.8378
C5 1.0881 -0.5758 0.1967
H5 1.3654 -0.6033 -2.5379
C6 0.3075 -0.3987 -2.6200
H6 -3.2295 0.4147 -0.0366
Cl1 4.7861 0.0285 -0.1556
H7 -1.8308 1.4218 0.3129
H8 -4.2811 0.0171 -3.8594
C7 1.5642 2.1450 4.1286
Cl2 4.1621 -1.8863 -2.8316
Ge1 3.8516 -1.8938 -0.6639
C8 -2.4909 1.0856 -0.4805
C9 0.3793 -1.3576 3.5360
H9 -4.1826 1.3365 -2.6912
H10 0.7783 2.5106 0.8535
C10 -2.4327 0.0670 -2.7723
C11 -3.9169 0.2924 -2.8704
C12 -1.7455 0.4112 -1.5997
C13 -0.3786 -0.7031 -3.7773
C14 0.5563 0.7046 1.9674
H11 1.9788 2.6921 4.9644
N2 0.3946 0.4660 -0.3866
H12 -2.2921 -0.7452 -4.7447
C15 -0.3831 0.1316 -1.5356
O1 0.6391 -1.8236 4.6169
Ir1 1.6800 -2.3197 0.0566
H13 0.1529 -1.1381 -4.6128
Cl3 5.3764 -3.3119 0.0111
C16 0.6669 0.0849 3.2250
Se1 0.9649 -4.1178 -1.1793
H14 1.6753 3.7970 2.7558
O2 -0.1320 -2.1625 2.5863



(two)
Entry from the Open Molecules 2025 dataset: a structure of composition C16H14Cl3GeIrN2O2Se (ωB97M-V with the def2-TZVPD basis set).

**Orbital gap (alpha / beta)**: 6.64 / 6.11 eV
**Charge**: -1
**Spin multiplicity**: 2

Atoms and positions in Å:
C1 -1.8552 0.3749 -1.6499
C2 -0.2506 -0.5973 -3.7322
C3 1.7307 2.7010 2.9211
H1 -4.3098 1.0370 -2.8885
Ir1 1.4475 -2.1003 0.1459
H2 2.4941 2.5157 4.9281
C4 0.8036 0.0966 3.2270
Se1 0.5495 -3.6148 -1.2864
O1 0.7115 -1.8602 4.5587
C5 0.6527 0.7352 1.9900
C6 1.0651 2.0688 1.8864
C7 -1.6267 -0.5189 -3.8875
H3 1.6274 0.1905 5.1712
H4 -3.3547 1.7725 -1.0014
C8 0.9458 -0.3416 0.3536
C9 -3.9235 0.0283 -3.0512
H5 -2.1943 1.3554 0.2556
H6 1.3943 -0.3230 -2.3818
C10 -0.4715 0.2387 -1.4980
H7 -4.1970 -0.2784 -4.0606
C11 0.3265 -0.2235 -2.5351
C12 -2.4290 -0.0394 -2.8628
C13 -2.7522 0.9616 -0.5827
H8 -0.6911 -1.4876 1.9414
O2 -0.2512 -2.0423 2.6062
H9 -2.0871 -0.8333 -4.8178
Ge1 3.6564 -1.8450 -0.5409
C14 1.4836 0.7444 4.2533
Cl1 4.0211 -1.6656 -2.6908
C15 0.4059 -1.3198 3.5295
C16 1.9604 2.0371 4.1166
H10 2.0626 3.7251 2.7890
N1 0.2321 0.6679 -0.3086
H11 -3.4485 0.2108 -0.1957
N2 -0.3079 0.1602 1.0043
H12 -4.4413 -0.6283 -2.3466
Cl2 4.7071 -0.0574 0.1961
H13 0.3732 -0.9809 -4.5305
H14 0.8947 2.5771 0.9490
Cl3 5.0457 -3.4410 0.0259



Which one is most stable, and which one is least stable? (one) is the most stable of them, while (two) is the least stable.



(one)
Entry from the Open Molecules 2025 dataset: a cluster of 2 separate species, C5H6N2O2 in total (ωB97M-V with the def2-TZVPD basis set).

**Orbital gap**: 9.60 eV

Atoms and positions in Å:
H1 3.4745 1.0892 -3.0326
C1 2.9576 0.2050 -2.5501
O1 -3.2083 -0.1940 3.3883
C2 -2.5110 -0.4884 2.4394
N1 0.7656 -1.0235 -0.0613
H2 -1.8113 -1.3345 2.5152
H3 2.7776 1.3546 -0.7647
C3 2.4659 0.4492 -1.3431
C4 1.4614 -0.2216 -0.5361
H4 -1.5757 1.5131 0.0456
N2 -1.8344 1.1721 1.0520
H5 -2.9469 -0.4450 0.2875
C5 -2.5380 0.1529 1.1518
O2 -0.0110 -1.5772 0.6384
H6 2.5339 -0.6521 -3.2303



(two)
Entry from the Open Molecules 2025 dataset: an isolated molecule of C5H6N2O2 (ωB97M-V with the def2-TZVPD basis set).

**Orbital gap**: 8.10 eV

Atoms and positions in Å:
C1 -1.0267 1.5155 -1.0893
O1 0.3525 0.4799 1.9943
C2 -0.0144 0.6932 0.7397
H1 -0.3876 0.4380 2.5383
C3 -0.7153 0.1741 -1.3397
H2 1.9221 -1.0767 1.3633
N1 0.6393 -1.7966 -0.1303
H3 -0.4691 -1.5495 -2.2135
H4 -0.8968 2.7337 0.7047
N2 -0.1188 -0.2577 -0.1984
H5 2.0516 -2.9185 0.6963
H6 -1.4626 2.4312 -1.6021
C4 1.5156 -1.9760 0.7312
C5 -0.6525 1.7538 0.2377
O2 -0.7372 -0.6443 -2.4323



(three)
Entry from the Open Molecules 2025 dataset: a cluster of 2 separate species, C5H6N2O2 in total (ωB97M-V with the def2-TZVPD basis set).

**Orbital gap**: 9.46 eV

Atoms and positions in Å:
H1 0.4489 -1.2248 0.9869
H2 1.1523 -0.8446 -1.8920
H3 1.3805 -2.4081 -1.0391
O1 1.1860 2.0418 1.2146
C1 -1.1301 1.3164 1.2239
N1 0.3197 -0.9215 0.0273
C2 -1.0503 -0.9764 -0.4269
H4 0.9899 2.1878 2.1577
O2 0.0464 2.1423 -0.7311
C3 0.1374 1.7265 0.4095
C4 -2.1106 -1.0271 -1.0031
H5 -3.0551 -0.8460 -1.4622
C5 1.3451 -1.3213 -0.9273
N2 -1.9695 1.1315 2.0093
H6 2.3093 -0.9765 -0.5474



(four)
Entry from the Open Molecules 2025 dataset: a cluster of 2 separate species, C5H6N2O2 in total (ωB97M-V with the def2-TZVPD basis set).

**Orbital gap**: 9.68 eV

Atoms and positions in Å:
H1 0.2185 0.1639 3.3170
O1 1.1497 1.9653 -1.0875
H2 -0.7556 -1.2466 3.6657
H3 -0.6956 0.4352 -2.2418
C1 -0.6665 -0.6911 1.7240
C2 0.8342 1.6523 1.8310
H4 -0.7774 -0.7601 -0.9360
N1 -0.3827 -0.5868 2.9971
H5 0.6797 -0.6333 -1.9299
C3 -0.1260 -0.0668 -1.4569
C4 0.3506 0.8818 0.8083
H6 1.1571 1.8666 -2.0469
N2 1.1668 2.1414 2.8271
O2 -1.3125 -1.4223 1.0497
C5 0.4530 0.9395 -0.5186



Which one is most stable, and which one is least stable? (four) is the most stable of them, while (one) is the least stable.



(one)
Entry from the Open Molecules 2025 dataset: a cluster of 2 separate species, C4H10FN in total (ωB97M-V with the def2-TZVPD basis set).

**Orbital gap (alpha / beta)**: 7.63 / 7.65 eV

Atoms and positions in Å:
H1 -1.4446 1.9646 -0.2235
C1 -2.2738 2.5332 -0.4563
H2 -2.7656 2.1324 -1.3450
N1 0.0586 -1.3943 -0.2391
H3 -2.9686 2.6411 0.3566
H4 2.3291 -0.7810 -0.0717
C2 1.9458 -0.4702 0.9153
H5 2.3519 -1.2660 1.7095
H6 2.4168 0.4941 1.2813
C3 0.7705 -2.4368 -0.6730
C4 0.4649 -0.5750 0.7591
F1 -0.3447 0.5170 1.0832
H7 0.3992 -2.9540 -1.4197
H8 1.7730 -2.5828 -0.2147
H9 -1.8759 3.4723 -0.7926
H10 -0.8366 -1.2947 -0.6695



(two)
Entry from the Open Molecules 2025 dataset: an isolated molecule of C4H10FN (ωB97M-V with the def2-TZVPD basis set).

**Orbital gap**: 9.99 eV

Atoms and positions in Å:
F1 2.2994 -0.3895 -0.9921
C1 1.9752 0.3442 0.2634
H1 0.1572 0.1189 1.7445
H2 -0.2230 -0.1957 -1.3768
H3 2.6487 0.0440 0.9966
H4 -2.1427 -0.9656 0.7101
C2 -0.5140 -0.0244 -0.3955
H5 -0.5896 2.0976 0.2396
H6 -1.4066 1.7585 -1.1527
H7 -1.0136 -2.0723 -0.2004
H8 -2.2418 -0.9733 -1.0636
C3 0.6407 -0.1676 0.7084
N1 -0.9911 1.3748 -0.3604
C4 -1.5205 -1.0859 -0.1691
H9 1.9626 1.3685 0.1751
H10 0.9590 -1.2324 0.8730



Which one is most stable, and which one is least stable? (two) is the most stable of them, while (one) is the least stable.